The following is a quantum chemistry calculation of 7 unconnected molecules or ions with the total composition C76H176BF4N2O4P4, from the Open Molecules 2025 dataset.

Computed properties:
- Maximum force: 3.32 eV/Å
- Electronic energy: -5200.11892 hartree
- HOMO-LUMO gap: 10.43 eV
- Total charge: +5

Geometry as XYZ:
```
267
Properties=species:S:1:pos:R:3:forces:R:3:lowdin_charge:R:1
C 0.28907 -3.94614 -2.65123 -0.664 -0.844 -0.994 -0.118
C 1.44717 -4.70042 -3.29783 -0.887 0.506 -1.635 -0.226
C 2.43206 -3.56999 -3.76338 -1.344 -1.120 0.181 -0.277
C 3.73608 -4.13990 -4.17436 1.101 1.219 -2.236 -0.248
P 4.93588 -2.80352 -4.72005 -0.533 -1.204 -0.058 1.005
C 5.08429 -1.63314 -3.37727 1.322 -0.611 -0.785 -0.266
C 5.81025 -2.13490 -2.11279 -0.136 1.407 -0.990 -0.210
C 5.76998 -0.99472 -1.10482 1.158 -0.523 0.379 -0.243
C 6.59866 0.27367 -1.41941 1.665 -1.080 1.223 -0.076
C 4.29066 -1.81828 -6.10021 -0.766 -0.293 -1.392 -0.253
C 3.54996 -2.63652 -7.25371 -0.690 0.186 1.083 -0.229
C 2.95214 -1.71829 -8.33807 1.707 -0.399 -0.416 -0.244
C 4.08877 -1.20122 -9.30615 -1.692 -0.233 1.110 -0.068
C 6.45131 -3.66269 -5.16035 -0.356 -1.359 0.736 -0.278
C 7.56128 -2.75813 -5.63848 -0.493 1.303 0.219 -0.306
C 8.91736 -3.22558 -5.25376 0.890 -0.915 0.750 -0.293
C 9.97902 -2.37043 -5.94253 0.703 0.041 1.595 -0.093
H -0.57083 -4.58631 -2.44672 -0.174 0.010 -0.390 0.054
H 0.02062 -3.11532 -3.31117 -0.340 -0.084 0.350 0.059
H 0.56274 -3.59808 -1.69316 0.550 0.804 1.031 0.065
H 1.06906 -5.35197 -4.19125 0.853 1.149 1.534 0.152
H 1.88103 -5.34507 -2.54338 0.458 -0.249 -0.115 0.096
H 2.48282 -2.86019 -2.95297 0.443 0.136 0.582 0.103
H 2.00631 -2.97398 -4.56689 -0.382 -0.190 -0.324 0.097
H 3.65917 -4.79487 -5.06994 -0.155 0.250 0.526 0.117
H 4.15900 -4.71642 -3.39671 0.825 -0.578 0.867 0.087
H 4.03379 -1.41945 -3.26647 -0.393 0.629 0.713 0.081
H 5.59492 -0.75751 -3.81887 -0.346 -0.195 0.356 0.086
H 6.83324 -2.39209 -2.30705 0.791 0.133 -0.581 0.104
H 5.42704 -3.07244 -1.77659 -0.893 -0.451 0.637 0.102
H 6.16756 -1.42770 -0.18185 -0.102 0.300 0.173 0.113
H 4.75506 -0.74939 -0.93385 -1.155 0.456 0.245 0.078
H 6.36466 1.02095 -0.67358 -0.472 0.426 -0.053 0.047
H 6.56427 0.70673 -2.40667 -0.352 0.014 -0.312 0.049
H 7.68955 0.08305 -1.17135 -1.048 -0.046 -0.652 0.098
H 5.12100 -1.16551 -6.50152 -0.786 -0.736 0.441 0.107
H 3.48327 -1.16837 -5.73381 0.487 0.136 0.376 0.086
H 2.65329 -3.17656 -6.81938 1.220 0.302 -0.085 0.112
H 4.23312 -3.36566 -7.68105 -0.050 -0.160 -0.166 0.105
H 2.41734 -0.91279 -7.84747 -0.016 0.437 0.045 0.080
H 2.19793 -2.28783 -8.87952 0.106 -0.025 -0.197 0.107
H 3.61393 -0.58961 -10.06221 0.298 0.395 -0.150 0.072
H 4.56653 -2.02814 -9.80068 0.177 -0.422 -0.160 0.072
H 4.83345 -0.66315 -8.72457 0.053 0.289 -0.222 0.059
H 6.21658 -4.45926 -5.92017 0.075 0.759 0.629 0.128
H 6.73544 -4.25177 -4.23216 -0.215 0.717 -0.838 0.125
H 7.48061 -1.68985 -5.30780 -0.320 -0.710 0.028 0.121
H 7.47203 -2.70645 -6.70743 0.152 0.109 -0.718 0.115
H 9.01517 -4.27316 -5.56540 0.148 0.066 -0.033 0.121
H 9.02267 -3.27834 -4.13209 -0.063 0.392 -0.951 0.127
H 9.71480 -1.28826 -5.80091 0.400 -0.898 -0.686 0.092
H 10.12915 -2.73543 -6.94890 -0.282 0.597 -0.507 0.078
H 10.96345 -2.53910 -5.45892 -0.527 0.245 -0.158 0.087
C 2.57655 -2.30130 5.44495 -1.242 0.466 1.390 -0.091
C 3.30381 -2.74316 6.71745 1.260 1.200 -0.053 -0.251
C 2.59505 -2.63985 8.06035 -1.332 -1.226 -0.665 -0.241
C 2.46383 -1.23604 8.54595 -1.187 0.804 0.127 -0.284
P 1.53786 -0.99534 10.07990 1.699 -0.352 0.317 1.009
C 2.31590 -1.98572 11.40992 -0.641 0.789 0.182 -0.257
C 3.80514 -1.73121 11.56470 1.147 -1.586 -1.009 -0.235
C 4.58725 -2.84069 12.35881 -0.455 0.290 -1.228 -0.225
C 4.66659 -4.14774 11.57038 -0.836 -0.723 -0.184 -0.116
C 1.56740 0.80301 10.39838 -1.429 -1.758 0.450 -0.248
C 1.03481 1.59909 9.26525 -1.586 2.223 -1.202 -0.263
C 0.85301 3.10222 9.64608 -0.726 0.349 1.198 -0.259
C 2.10869 3.99632 9.79988 -1.290 -0.327 -0.797 -0.096
C -0.05150 -1.70541 9.98059 -1.389 -0.993 -0.814 -0.299
C -0.88798 -1.33625 8.74082 0.715 -0.506 0.756 -0.253
C -2.12647 -2.21768 8.75250 0.326 0.217 -0.106 -0.262
C -2.89192 -2.00979 7.47510 -0.581 -0.094 -0.512 -0.112
H 1.70252 -2.95628 5.40604 0.099 -0.207 -0.670 0.074
H 3.21017 -2.37432 4.57705 0.036 -0.140 -0.303 0.069
H 2.10899 -1.29715 5.48538 0.602 -0.193 0.068 0.064
H 4.23541 -2.19463 6.89640 0.026 0.469 -0.409 0.113
H 3.72334 -3.69641 6.48176 -0.234 -1.170 0.352 0.103
H 3.09798 -3.24317 8.79777 0.468 -0.224 0.303 0.103
H 1.58586 -3.08846 8.00916 0.187 0.043 -0.183 0.115
H 2.04198 -0.54072 7.80671 0.013 -0.289 0.039 0.095
H 3.39668 -0.82525 8.82688 1.399 0.517 0.040 0.083
H 2.03534 -3.03790 11.18842 0.312 0.584 0.254 0.103
H 1.76280 -1.63609 12.30472 0.174 -0.522 -0.153 0.118
H 4.01746 -0.74985 11.94919 -0.059 0.454 0.294 0.104
H 4.24293 -1.78196 10.52921 -0.114 0.214 0.837 0.102
H 4.16569 -3.02830 13.33521 -0.220 0.118 0.314 0.109
H 5.60924 -2.50341 12.48886 0.106 0.267 0.212 0.109
H 3.67929 -4.57600 11.27265 0.366 0.370 0.502 0.070
H 5.14015 -4.92073 12.19233 0.037 0.210 -0.410 0.086
H 5.17886 -4.05384 10.60476 0.337 0.145 0.368 0.073
H 2.52172 1.11431 10.71692 1.426 0.231 0.218 0.090
H 0.93049 0.90018 11.27361 -0.251 0.224 0.253 0.114
H 0.00311 1.31862 8.90452 1.179 -0.257 0.545 0.114
H 1.67628 1.58662 8.39219 0.293 -0.292 -0.230 0.099
H 0.31397 3.12254 10.63834 0.345 -0.032 -0.910 0.122
H 0.15566 3.59817 8.93905 0.425 -0.448 0.229 0.111
H 1.73414 4.99933 10.14860 0.877 -0.870 -0.640 0.101
H 2.63557 3.96977 8.82664 -0.154 0.696 0.458 0.074
H 2.77598 3.57263 10.51946 0.489 -0.049 0.679 0.050
H -0.60236 -1.54526 10.89892 -0.133 0.271 0.329 0.117
H 0.03739 -2.81392 9.91605 0.517 0.599 0.268 0.115
H -0.21899 -1.54001 7.86236 -0.949 0.548 0.359 0.121
H -1.20723 -0.31301 8.85882 0.108 0.469 -0.633 0.094
H -2.74052 -1.94413 9.63376 0.313 -0.391 -0.378 0.135
H -1.73658 -3.23691 8.84081 -0.599 -0.152 0.119 0.114
H -2.37630 -2.41491 6.60086 0.089 0.112 0.081 0.078
H -3.10471 -0.96440 7.30994 0.356 0.584 -0.121 0.073
H -3.89068 -2.41244 7.46962 -0.313 -0.683 0.235 0.070
C 4.67931 1.98962 -5.26577 0.987 0.047 2.073 -0.076
C 3.42943 2.24331 -4.33960 0.734 -0.223 -2.231 -0.241
C 2.48596 3.19873 -5.03591 0.188 1.178 -1.261 -0.235
C 1.07908 3.38086 -4.41793 0.916 -1.257 2.450 -0.270
P -0.27207 3.59660 -5.49470 0.859 1.029 -1.202 0.952
C -1.72985 3.97815 -4.61477 -0.183 -0.149 1.731 -0.299
C -3.05693 4.00451 -5.32206 -2.195 0.666 -0.196 -0.217
C -4.22930 4.39702 -4.34095 0.678 -0.564 0.398 -0.233
C -4.16556 3.62185 -3.03102 -0.324 0.784 0.486 -0.122
C 0.18210 4.94982 -6.67597 -1.143 -0.984 -0.497 -0.208
C -0.85999 5.18948 -7.81046 -1.553 -0.815 1.665 -0.259
C -0.36406 5.80515 -9.11163 -0.834 0.599 1.246 -0.271
C -1.49918 5.68527 -10.07383 0.253 -2.101 -0.969 -0.114
C -0.56860 2.09720 -6.36810 -1.162 -0.674 0.663 -0.253
C -0.77686 0.74828 -5.64312 -2.383 1.195 -0.086 -0.237
C -1.09686 -0.39768 -6.58455 1.599 -0.658 0.090 -0.248
C -1.40064 -1.66214 -5.74520 0.338 0.568 -0.867 -0.096
H 5.11272 2.94441 -5.62818 -0.210 -0.649 0.057 0.085
H 4.47754 1.30569 -6.08414 -0.382 0.236 -0.306 0.045
H 5.49598 1.44781 -4.66733 -0.991 0.915 -0.683 0.071
H 3.62782 2.57486 -3.36300 0.757 0.677 1.225 0.088
H 2.98956 1.30099 -4.19299 -0.987 -1.448 0.200 0.077
H 2.39572 2.89876 -6.11283 0.006 0.076 0.714 0.112
H 3.04370 4.16184 -5.06910 -0.644 -0.308 -0.109 0.131
H 0.99436 4.16908 -3.64089 0.450 -0.264 -0.364 0.125
H 0.90925 2.42838 -3.81425 -0.278 1.095 -0.597 0.104
H -1.52549 4.90584 -4.06813 -0.203 0.297 -0.307 0.127
H -1.72379 3.27470 -3.77897 -0.097 -0.403 -0.029 0.098
H -3.40816 3.08921 -5.86539 0.899 0.538 0.471 0.132
H -3.03512 4.83933 -6.02087 -0.017 -0.315 -0.441 0.086
H -5.22949 4.23016 -4.75326 0.384 0.090 -0.489 0.110
H -4.14148 5.45575 -4.09766 -0.029 0.140 -0.129 0.104
H -4.96789 3.94481 -2.35552 -0.246 -0.465 -0.345 0.078
H -3.30505 3.89471 -2.44725 0.739 -0.004 0.114 0.058
H -4.15033 2.55064 -3.16675 -0.242 -0.360 -0.004 0.072
H 1.14372 4.62424 -7.04722 0.329 -0.046 -0.437 0.083
H 0.35046 5.86985 -6.16361 0.206 0.574 0.818 0.097
H -1.79510 5.69116 -7.36899 1.649 0.222 -0.626 0.121
H -1.38409 4.22154 -7.98515 0.755 0.193 -0.608 0.094
H 0.45994 5.22427 -9.47203 0.773 -0.057 -0.198 0.109
H -0.10143 6.85550 -8.98264 0.387 -0.075 0.198 0.121
H -2.45144 5.99737 -9.65972 -0.090 0.304 -0.181 0.078
H -1.52814 4.56945 -10.22848 -0.639 0.941 -0.259 0.095
H -1.26129 6.11128 -11.04420 -0.325 0.282 0.015 0.085
H 0.19415 2.03556 -7.08474 0.972 -0.269 -1.425 0.089
H -1.52218 2.34136 -6.82326 -0.076 -0.215 -0.798 0.081
H -1.64572 0.84149 -4.95715 0.139 0.229 -0.315 0.123
H -0.03225 0.47027 -4.96950 1.854 -0.286 0.852 0.081
H -0.10432 -0.63821 -7.12611 -1.751 0.440 0.155 0.127
H -1.92507 -0.15229 -7.25700 0.404 -0.055 -0.168 0.118
H -2.35933 -1.62132 -5.21700 0.089 -0.022 -0.250 0.064
H -0.60369 -1.66793 -4.99015 -0.162 -0.693 -0.128 0.051
H -1.36093 -2.50165 -6.46601 -0.062 0.046 0.923 0.088
C -4.66055 -8.00839 4.95321 0.642 -1.701 2.211 -0.136
C -4.23070 -6.78502 4.20623 -1.892 1.336 -0.629 -0.270
C -4.73839 -6.92320 2.75567 0.718 0.261 -1.681 -0.238
C -4.41676 -5.66085 1.85062 -0.134 1.095 2.424 -0.300
P -4.98415 -5.74583 0.17243 0.030 1.458 -1.898 1.039
C -6.80718 -5.83209 0.06575 0.749 -0.231 0.084 -0.267
C -7.34184 -6.40940 -1.22472 -1.304 -1.123 -0.234 -0.238
C -8.89332 -6.52011 -1.10247 -0.030 0.729 -0.093 -0.240
C -9.63500 -6.85808 -2.36512 -0.403 0.430 -0.365 -0.104
C -4.05036 -7.09124 -0.59901 -0.857 -0.595 -0.378 -0.278
C -2.55332 -6.85181 -0.35704 -0.340 -0.738 1.166 -0.278
C -1.71612 -7.87571 -1.10288 1.345 -0.312 1.152 -0.228
C -0.20461 -7.54736 -0.84342 -1.725 0.691 -2.476 -0.071
C -4.49837 -4.19685 -0.82305 -0.562 -1.303 0.493 -0.243
C -5.42754 -3.01622 -0.68160 -0.328 -0.529 0.613 -0.294
C -4.78011 -1.82186 -1.25246 0.237 2.257 -1.361 -0.287
C -4.50267 -1.97279 -2.75120 1.278 -0.278 0.343 -0.103
H -4.53137 -7.93395 6.05654 0.259 0.385 -0.606 0.087
H -4.02813 -8.87139 4.71243 -0.217 0.033 -0.252 0.082
H -5.70600 -8.35676 4.92901 0.224 0.600 -0.810 0.090
H -3.13257 -6.63190 4.11949 -0.703 -0.062 0.606 0.122
H -4.76891 -5.90969 4.69899 1.068 -0.649 -0.691 0.130
H -5.80839 -7.18897 2.60514 0.634 0.154 0.654 0.114
H -4.13928 -7.74823 2.30939 -0.532 0.177 0.193 0.111
H -3.34171 -5.45147 1.85419 -0.020 -0.310 -0.243 0.085
H -4.77965 -4.71872 2.38074 -0.169 -1.056 -0.850 0.127
H -7.16019 -4.81923 0.13786 -0.026 0.641 0.299 0.081
H -7.20507 -6.35493 0.93899 0.093 -0.156 -0.107 0.105
H -6.98708 -7.43147 -1.36238 0.189 -0.073 -0.042 0.113
H -7.07212 -5.88336 -2.13243 0.224 0.526 -0.030 0.113
H -9.30921 -5.57479 -0.67206 0.304 -0.758 -0.152 0.129
H -9.08643 -7.34401 -0.46007 -0.156 -0.420 1.259 0.100
H -9.32180 -7.70403 -2.89738 1.029 -1.659 -0.287 0.064
H -9.50819 -6.10777 -3.07909 0.289 1.650 -1.225 0.054
H -10.70636 -6.99781 -2.36381 -0.382 0.139 1.012 0.088
H -4.26469 -7.28554 -1.68424 0.009 0.778 0.835 0.125
H -4.46387 -7.99955 -0.13426 0.558 -0.038 0.160 0.107
H -2.35590 -6.88320 0.76698 -0.004 0.004 -1.516 0.124
H -2.27978 -5.86787 -0.73603 0.032 0.213 0.143 0.094
H -1.98353 -7.80186 -2.15344 0.204 -0.294 -0.198 0.110
H -1.88169 -8.90849 -0.72568 -0.290 0.622 -0.376 0.129
H -0.02614 -7.39002 0.17155 0.395 0.135 1.694 0.054
H 0.04210 -6.64160 -1.41055 -0.031 0.159 0.334 0.048
H 0.44455 -8.27271 -1.25829 0.580 -1.057 -0.123 0.066
H -4.40551 -4.49632 -1.87906 -0.066 -0.164 0.416 0.101
H -3.54137 -3.80856 -0.51184 0.662 -0.427 0.268 0.092
H -5.62770 -2.80416 0.36006 -0.209 -0.160 0.479 0.115
H -6.38329 -3.16607 -1.17569 -0.168 -0.168 -0.078 0.118
H -3.85829 -1.47714 -0.74038 -0.461 -0.450 -0.013 0.127
H -5.48916 -0.99309 -1.19710 0.022 0.133 0.392 0.113
H -3.69074 -2.73197 -2.85988 -0.342 0.811 -0.427 0.070
H -4.23717 -1.00532 -3.22625 0.036 -0.715 0.278 0.077
H -5.36975 -2.37476 -3.24113 -0.524 -0.117 -0.381 0.074
C -8.42569 8.75731 2.17899 0.532 -2.614 1.353 -0.099
O -7.99419 8.66001 0.86522 -0.300 -0.267 -2.696 -0.202
C -8.56403 7.61968 0.01598 1.056 0.210 3.136 -0.206
C -8.17678 7.88502 -1.35554 -1.432 1.474 -1.264 -0.077
N -8.69194 9.35058 -1.69567 0.373 -2.057 -0.526 0.082
H -9.71746 9.28584 -1.89786 1.050 0.313 0.483 0.205
H -8.49511 9.93276 -0.87296 -0.148 0.127 0.025 0.149
C -7.95536 9.88514 -2.89035 0.083 -1.108 0.021 -0.118
C -8.08880 11.37345 -2.97433 1.289 -0.568 0.385 -0.195
O -7.86561 11.76577 -1.61756 0.148 -0.904 -1.279 -0.213
C -7.72526 13.15736 -1.63612 -0.826 0.374 1.317 -0.077
H -8.04131 9.67158 2.56962 0.342 0.482 0.416 0.089
H -8.03975 7.83451 2.76180 -0.458 1.543 -0.520 0.125
H -9.49156 8.73944 2.26591 -0.875 0.135 -0.010 0.082
H -9.64013 7.49240 0.14209 -0.093 0.226 0.183 0.142
H -8.05638 6.68843 0.27631 -0.346 -0.354 0.226 0.141
H -8.79259 7.19031 -1.94033 0.624 0.224 -0.474 0.146
H -7.10046 7.78397 -1.51924 -0.340 0.435 -0.209 0.142
H -8.33493 9.29603 -3.72736 0.167 0.379 -0.230 0.144
H -6.90659 9.62351 -2.71839 -0.201 0.082 -0.070 0.135
H -9.08121 11.66259 -3.32030 0.090 0.416 -0.183 0.139
H -7.22781 11.73497 -3.62784 -1.390 -0.117 0.502 0.164
H -7.74781 13.45489 -0.59392 0.382 0.374 0.047 0.104
H -8.65332 13.49764 -2.07125 0.058 0.997 -0.468 0.097
H -6.81916 13.45123 -2.14791 0.087 0.334 -0.164 0.101
C 2.15358 2.15191 3.68828 1.349 -0.055 0.813 -0.049
O 3.35105 2.86115 3.31678 -0.457 -0.214 -0.013 -0.192
C 3.68049 2.93150 1.94029 -0.213 -0.027 -0.133 -0.192
C 4.98460 3.69343 1.86337 1.028 0.000 1.087 -0.032
N 5.90144 3.53493 3.15392 -0.006 0.900 -2.992 0.067
H 5.82880 2.59673 3.50290 -0.386 -0.367 0.998 0.158
H 6.81120 3.54914 2.68483 0.221 0.211 0.650 0.174
C 5.79463 4.64085 4.16578 1.830 0.643 -0.372 -0.077
C 6.98928 4.52147 5.13891 -2.154 -1.112 1.839 -0.158
O 7.08084 3.10831 5.53765 -0.297 1.180 -0.611 -0.210
C 8.32835 2.74354 6.13101 1.003 0.570 -0.465 -0.084
H 2.26343 1.94123 4.75188 0.106 0.083 0.054 0.082
H 2.09019 1.21287 3.19579 -0.038 -0.821 -0.740 0.078
H 1.23688 2.67662 3.57774 -0.613 0.894 -0.558 0.083
H 2.90636 3.43959 1.33785 0.293 -0.207 0.190 0.137
H 3.88728 1.96256 1.43890 -0.606 0.047 0.653 0.138
H 4.95596 4.76465 1.77640 -0.485 0.368 -0.273 0.122
H 5.58303 3.27807 1.05713 0.044 0.183 -0.139 0.123
H 4.88289 4.46893 4.63349 -1.636 -0.132 0.918 0.100
H 5.78420 5.67542 3.66865 0.078 -1.733 0.462 0.172
H 6.84628 5.15461 6.04158 -0.511 -0.433 -0.355 0.146
H 7.81867 5.00141 4.72801 2.118 -0.198 -1.143 0.101
H 8.45273 1.65787 6.28074 -0.594 0.412 -0.491 0.096
H 8.49872 3.18792 7.12037 -0.235 0.242 -0.257 0.095
H 9.08928 3.11257 5.41367 0.142 -0.412 0.707 0.098
B 1.71441 1.76527 -1.01425 0.032 -0.372 -0.020 -1.338
F 1.27364 1.60024 0.28217 -0.105 0.112 1.016 0.124
F 2.39375 2.98237 -1.15683 -0.255 0.598 -0.181 0.098
F 2.62850 0.76696 -1.33441 0.626 -0.837 -0.278 0.102
F 0.59560 1.62824 -1.85499 -0.185 0.405 -0.573 0.085
```
Forces are in eV/Å.